No. 1
{
  "formula": "C22H37O2PdSi",
  "method": "wB97M-V/def2-TZVPD",
  "multiplicity": 5,
  "charge": 1,
  "elements": ["O", "C", "C", "H", "H", "C", "H", "H", "C", "H", "H", "H", "C", "H", "H", "H", "Pd", "C", "C", "C", "H", "C", "C", "H", "H", "H", "H", "C", "C", "C", "H", "C", "C", "H", "H", "H", "H", "O", "C", "C", "H", "H", "C", "H", "H", "C", "H", "H", "H", "H", "C", "Si", "C", "C", "H", "H", "H", "H", "H", "H", "H", "H", "H"],
  "xyz": [[-0.94018, -0.44801, -2.68378], [-1.22177, 0.74763, -3.51431], [-0.62004, 0.16433, -4.78513], [-0.65599, 1.61505, -3.14843], [-2.30218, 0.96676, -3.58423], [-0.47216, -1.11231, -3.93290], [0.32005, 0.66480, -5.06057], [-1.29674, 0.08689, -5.63486], [0.93860, -1.67273, -3.89291], [1.69150, -0.88192, -3.82352], [1.15292, -2.24746, -4.81205], [1.02679, -2.37181, -3.04565], [-1.49530, -2.20203, -4.21965], [-2.50362, -1.77144, -4.21128], [-1.42574, -2.92890, -3.40261], [-1.32494, -2.72774, -5.16507], [-0.93422, 0.25961, 1.06671], [-2.19154, -0.82373, 2.66429], [-2.58309, 0.55179, 2.73942], [-3.12357, 0.93246, 1.47359], [-2.51342, 1.18527, 3.63360], [-3.05925, -0.20555, 0.60925], [-2.48016, -1.30485, 1.34270], [-2.30758, -2.31698, 0.98180], [-1.77557, -1.40905, 3.48003], [-3.54056, 1.91750, 1.24772], [-3.37774, -0.24994, -0.42619], [1.10868, -3.11770, 3.67212], [-0.00854, -3.21386, 2.78552], [0.38829, -2.71144, 1.50875], [-1.00507, -3.59702, 3.03288], [1.75069, -2.29017, 1.60299], [2.19893, -2.54657, 2.93917], [3.20811, -2.39404, 3.32134], [1.12524, -3.44619, 4.71262], [-0.21394, -2.70437, 0.60290], [2.35212, -1.88433, 0.79088], [2.09849, 1.33109, -2.76985], [1.84432, 0.41539, -1.66610], [0.60436, 0.88350, -0.90492], [2.69663, 0.45771, -0.96247], [1.74766, -0.62273, -2.01291], [0.54259, 2.39196, -1.17078], [0.73421, 0.65148, 0.17729], [-0.32495, 0.38897, -1.23384], [1.64926, 2.61493, -2.23247], [0.80371, 2.93509, -0.24826], [-0.45410, 2.74595, -1.48655], [2.50766, 3.05337, -1.67198], [1.37607, 3.26297, -3.07258], [0.43311, 0.67725, 4.37012], [0.41305, 1.42856, 2.63852], [-0.35769, 3.12667, 2.77100], [2.20241, 1.41460, 2.04493], [-0.56659, 0.59044, 4.81452], [1.02445, 1.36466, 4.99704], [0.92325, -0.30617, 4.37756], [0.44469, 3.84527, 2.98956], [-0.87927, 3.43013, 1.85331], [-1.06790, 3.14209, 3.60674], [2.73628, 2.11074, 2.71868], [2.64322, 0.42643, 2.20441], [2.33605, 1.72771, 1.00392]]
}

***

No. 2
{
  "formula": "C20H20N2O6",
  "method": "wB97M-V/def2-TZVPD",
  "elements": ["C", "C", "C", "C", "C", "O", "C", "O", "C", "O", "C", "N", "C", "O", "C", "C", "C", "C", "O", "C", "C", "N", "C", "C", "C", "C", "C", "O", "H", "H", "H", "H", "H", "H", "H", "H", "H", "H", "H", "H", "H", "H", "H", "H", "H", "H", "H", "H"],
  "xyz": [[-4.08906, -0.57027, -1.20185], [-3.10396, 0.45179, -0.75815], [-3.23986, 1.44480, 0.16544], [-1.99562, 2.12941, 0.25487], [-1.78642, 3.25179, 1.16153], [-2.62373, 4.09496, 1.38107], [-0.44088, 3.30954, 1.90411], [0.19523, 2.04074, 1.99879], [-0.36920, 1.17007, 2.84301], [-1.31203, 1.41872, 3.54221], [0.32041, -0.18077, 2.81085], [1.15685, -0.36811, 1.65923], [2.38554, -0.93065, 1.75251], [2.85958, -1.33180, 2.79766], [3.09556, -1.04160, 0.46828], [4.29062, -1.64867, 0.18457], [4.50103, -1.48129, -1.20134], [3.42534, -0.78494, -1.66126], [2.56906, -0.51315, -0.66491], [-1.13928, 1.52499, -0.65209], [0.22807, 1.90276, -1.10330], [-1.83217, 0.52788, -1.27421], [-1.28959, -0.35543, -2.27155], [-0.50189, -1.46743, -1.64360], [-0.58087, -2.03453, -0.40651], [0.41216, -3.04657, -0.37310], [1.01291, -3.01889, -1.59070], [0.46947, -2.06276, -2.36761], [-4.98527, -0.48403, -0.59467], [-3.68929, -1.57839, -1.09210], [-4.37073, -0.42255, -2.24552], [-4.10333, 1.66829, 0.75735], [0.25454, 3.96873, 1.38023], [-0.63685, 3.71188, 2.90353], [-0.46053, -0.94976, 2.87608], [0.95716, -0.28501, 3.69792], [0.82122, -0.03312, 0.77102], [4.92306, -2.14593, 0.88978], [5.33597, -1.82783, -1.77445], [3.16336, -0.43689, -2.64138], [0.86254, 1.02628, -1.22383], [0.17814, 2.41788, -2.06554], [0.69707, 2.56880, -0.38866], [-2.11564, -0.76884, -2.85970], [-0.64159, 0.20055, -2.95636], [-1.25986, -1.76943, 0.37811], [0.64283, -3.69383, 0.44714], [1.80989, -3.59738, -2.01289]]
}

***

No. 3
{
  "formula": "C32H66BrCl2FIO11PS3",
  "method": "wB97M-V/def2-TZVPD",
  "elements": ["C", "C", "C", "C", "C", "C", "C", "C", "C", "C", "C", "C", "C", "C", "C", "C", "C", "C", "C", "C", "S", "O", "O", "Cl", "O", "C", "F", "P", "O", "Cl", "C", "Br", "O", "C", "C", "C", "C", "I", "H", "H", "H", "H", "H", "H", "H", "H", "H", "H", "H", "H", "H", "H", "H", "H", "H", "H", "H", "H", "H", "H", "H", "H", "H", "H", "H", "H", "H", "H", "H", "H", "H", "H", "H", "H", "H", "H", "H", "H", "H", "H", "H", "H", "H", "H", "H", "H", "H", "H", "C", "C", "O", "S", "C", "O", "O", "H", "H", "H", "H", "H", "H", "H", "H", "C", "C", "O", "S", "C", "O", "O", "H", "H", "H", "H", "H", "H", "H", "H"],
  "xyz": [[-7.26031, -1.01617, -1.00619], [-7.13743, 0.54834, -0.70937], [-5.90286, 0.81203, 0.22072], [-5.63672, 2.34494, 0.50103], [-5.61537, 3.17509, -0.84996], [-4.52264, 4.29728, -0.89645], [-4.64455, 5.35866, 0.26919], [-3.40792, 5.32635, 1.26000], [-2.09371, 5.78949, 0.54248], [-0.89253, 6.10927, 1.50803], [-0.64028, 5.03739, 2.63541], [0.73842, 4.26784, 2.42508], [0.42743, 3.08888, 1.41921], [1.60535, 2.81418, 0.37356], [2.48338, 1.59347, 0.86873], [2.75520, 0.50440, -0.22741], [1.35777, -0.19588, -0.50034], [1.39333, -1.25345, -1.65981], [2.07575, -2.62833, -1.30670], [1.55371, -3.30083, 0.00289], [0.30188, -4.61147, -0.26004], [0.44991, -5.36015, -1.52521], [-1.02607, -3.94507, -0.09958], [0.49999, -5.87239, 1.40590], [3.74049, -0.48653, 0.11451], [3.83656, -0.74322, 1.47343], [2.64045, -1.16957, 2.07309], [5.03300, -2.24655, 1.58300], [6.35166, -1.74946, 2.55735], [4.11801, -3.76528, 2.71343], [3.31173, 1.18945, -1.54942], [4.62980, 2.63146, -1.18823], [2.28196, 1.55600, -2.42800], [2.68633, 1.51579, -3.79847], [1.33790, 1.54071, -4.64668], [0.13912, 2.16556, -3.85969], [-1.18289, 2.18147, -4.75982], [0.49756, 4.26996, -3.31541], [-7.28740, -1.23142, -2.09847], [-8.21743, -1.39905, -0.57514], [-6.38073, -1.53248, -0.55392], [-8.06997, 0.94417, -0.23155], [-7.06168, 1.03753, -1.71088], [-5.01395, 0.30687, -0.23961], [-6.06721, 0.29588, 1.20536], [-6.44959, 2.75511, 1.14627], [-4.64052, 2.48117, 0.98664], [-6.65634, 3.57456, -1.00203], [-5.46914, 2.43993, -1.68772], [-4.65762, 4.83140, -1.87622], [-3.51342, 3.81079, -0.94995], [-4.74695, 6.37692, -0.19234], [-5.59003, 5.11935, 0.82191], [-3.32020, 4.25086, 1.57255], [-3.64781, 5.98056, 2.13093], [-1.78301, 5.05386, -0.23841], [-2.33979, 6.74352, 0.00197], [0.02879, 6.15851, 0.86236], [-1.01714, 7.13787, 1.93167], [-0.67537, 5.54728, 3.62848], [-1.41617, 4.22622, 2.64874], [1.50193, 4.98333, 2.03713], [1.05445, 3.79870, 3.39582], [0.07656, 2.15216, 1.91847], [-0.44532, 3.44019, 0.79857], [1.10363, 2.65612, -0.60514], [2.27129, 3.71304, 0.39055], [1.93996, 1.15354, 1.74951], [3.44307, 1.98656, 1.30292], [0.89311, -0.56863, 0.44668], [0.67541, 0.62723, -0.84717], [0.31799, -1.48436, -1.90519], [1.85124, -0.88490, -2.60533], [3.18231, -2.50531, -1.34173], [1.82933, -3.33340, -2.14806], [1.14171, -2.60674, 0.76787], [2.43501, -3.80459, 0.48739], [4.33777, 0.07388, 2.06005], [6.56037, -2.49210, 3.14259], [3.90117, 0.37844, -2.06138], [3.24048, 2.46100, -4.01546], [3.26173, 0.59344, -4.06923], [1.48872, 2.06101, -5.62074], [1.09145, 0.45738, -4.82533], [-0.14229, 1.57960, -2.95033], [-1.84076, 2.99023, -4.35836], [-0.96300, 2.29311, -5.84265], [-1.71143, 1.22050, -4.51661], [-2.20151, -2.90035, 2.61469], [-2.56586, -2.84275, 4.08511], [-1.54126, -2.20920, 4.86620], [-1.37491, -0.61052, 4.75256], [-0.25843, -0.40313, 6.10662], [-2.62808, 0.01211, 5.07511], [-0.67095, -0.29953, 3.53757], [-2.15039, -1.90041, 2.18226], [-2.94369, -3.46870, 2.05314], [-1.22325, -3.36167, 2.47778], [-3.52499, -2.34033, 4.23619], [-2.67020, -3.85785, 4.47061], [-0.76714, -0.66756, 7.03087], [0.03856, 0.64432, 6.12557], [0.61366, -1.03321, 5.94392], [4.62762, -7.86673, -3.86409], [4.28792, -7.83823, -2.38518], [5.32696, -7.23114, -1.60349], [5.50011, -5.63166, -1.68046], [6.63857, -5.45910, -0.33896], [4.25352, -5.01126, -1.32155], [6.18908, -5.29618, -2.89560], [4.67952, -6.85911, -4.27757], [3.86980, -8.41843, -4.42250], [5.60098, -8.33329, -4.02588], [3.33495, -7.33238, -2.20800], [4.18243, -8.86104, -2.02152], [6.14305, -5.74277, 0.58745], [6.94177, -4.41367, -0.29826], [7.50554, -6.08868, -0.52831]]
}

***

| no. | energy (eV) |
| --- | --- |
| 1 | -38853.3676 |
| 2 | -36329.4300 |
| 3 | -204474.3165 |